Record 1
50
Properties=species:S:1:pos:R:3:forces:R:3:mulliken_charge:R:1 method="wB97M-V/def2-TZVPD" homo_energy_ev=-7.98 e_above_lowest_ev=1.020 largest_force_ha_per_bohr=0.014 orbital_gap_ha=0.31569 mol_weight_g_mol=428.47 lumo_energy_ev=0.6 smiles="COc1ccc(NC(=O)CS[C@H]2CC(=O)N(c3ccc4c(c3)OCCO4)C2=O)cc1"
C -5.13922 -2.23717 0.21161 -0.097 -0.033 0.103 -0.9945
O -4.22600 -1.75102 -0.74420 0.163 0.035 -0.210 -0.5142
C -2.88950 -1.87316 -0.48627 0.185 0.022 -0.068 0.6427
C -2.02595 -1.40618 -1.47704 -0.289 -0.174 0.196 -0.5839
C -0.65898 -1.49812 -1.32710 0.040 -0.059 -0.057 0.0249
C -0.12593 -2.06135 -0.17167 -0.332 -0.008 -0.041 0.2943
N 1.24992 -2.23427 0.03731 -0.012 -0.324 0.133 0.0080
C 2.28955 -1.67150 -0.62440 0.142 -0.578 0.284 0.1010
O 2.19898 -0.91902 -1.56994 -0.099 0.216 -0.267 -0.6019
C 3.63076 -2.10410 -0.04514 0.381 0.448 0.113 -0.4818
S 4.89848 -0.80462 -0.15328 -0.111 -0.069 0.107 -0.2266
C 4.05761 0.71736 0.45586 0.414 -0.517 -0.226 0.4566
C 3.85013 1.74292 -0.64366 0.107 0.105 -0.198 -0.8622
C 2.41846 2.19100 -0.49350 0.457 0.164 0.031 0.3149
O 1.89619 3.13392 -1.01557 -0.072 0.089 -0.170 -0.6093
N 1.79422 1.31455 0.39637 -0.378 0.064 0.121 0.4297
C 0.39045 1.30993 0.61073 -0.416 0.062 0.032 -0.0304
C -0.14420 1.00516 1.85698 0.066 0.049 0.042 -0.5364
C -1.51410 0.99355 2.02704 -0.133 0.117 -0.217 -0.9352
C -2.36643 1.31952 0.98000 0.131 -0.028 -0.116 0.6156
C -1.82073 1.66378 -0.26098 0.100 0.062 0.316 0.3150
C -0.44804 1.62658 -0.44724 -0.185 0.017 0.103 -0.0152
O -2.60582 2.05604 -1.31040 0.291 -0.222 -0.109 -0.4886
C -3.89182 2.46789 -0.90325 -0.448 -0.018 0.378 -0.6552
C -4.49965 1.42847 0.03447 -0.092 0.171 -0.560 -0.1669
O -3.71546 1.29808 1.20555 0.238 -0.007 0.230 -0.5065
C 2.67352 0.45432 1.01110 0.304 0.122 0.258 -0.4570
O 2.39571 -0.35495 1.86256 0.066 0.020 0.112 -0.5741
C -0.98566 -2.50734 0.82434 0.192 0.093 -0.202 -0.8693
C -2.35629 -2.41609 0.67600 -0.313 -0.009 -0.079 -0.6600
H -5.00398 -3.30909 0.38467 0.002 0.032 0.015 0.4132
H -5.05141 -1.69812 1.16057 0.012 -0.022 -0.007 0.3466
H -6.12789 -2.06379 -0.21102 0.039 -0.036 0.072 0.2488
H -2.44989 -0.97277 -2.36866 -0.055 0.069 -0.120 0.3794
H -0.00281 -1.13632 -2.10020 0.038 0.024 -0.039 0.4748
H 1.46808 -2.72537 0.89351 0.134 0.174 -0.188 0.2504
H 3.54687 -2.41981 0.99426 -0.106 -0.090 -0.136 0.3916
H 4.03967 -2.91751 -0.64692 -0.044 -0.017 0.004 0.4412
H 4.69836 1.08384 1.26162 -0.195 0.034 -0.013 0.5310
H 3.94116 1.27700 -1.62867 -0.032 0.039 0.082 0.2977
H 4.53575 2.58787 -0.60418 -0.107 0.034 0.027 0.3938
H 0.50067 0.76541 2.68512 0.034 -0.022 0.032 0.4997
H -1.94892 0.74362 2.98128 -0.066 -0.042 0.126 0.4696
H -0.06128 1.87284 -1.42056 0.040 0.045 -0.096 0.5415
H -4.48670 2.57366 -1.81111 -0.002 0.007 0.105 0.3845
H -3.82776 3.43626 -0.38767 0.004 -0.070 -0.094 0.2983
H -5.49626 1.72571 0.36600 0.064 -0.001 -0.084 0.3882
H -4.55240 0.46810 -0.49122 -0.020 0.095 0.098 0.0627
H -0.57955 -2.93284 1.73091 0.050 -0.040 0.116 0.3079
H -2.99127 -2.77229 1.47092 -0.087 -0.023 0.062 0.4456

Record 2
23
Properties=species:S:1:pos:R:3:forces:R:3:mulliken_charge:R:1 method="wB97M-V/def2-TZVPD" homo_energy_ev=-14.90 total_charge=+1 e_above_lowest_ev=3.183 largest_force_ha_per_bohr=0.090 orbital_gap_ha=0.43922 mol_weight_g_mol=136.17 lumo_energy_ev=-2.9 smiles=COC(O)(OC)[NH+](C)C
C 1.33515 -2.17364 -0.66121 -0.950 2.437 -0.552 -0.7425
O 0.02911 -1.54406 -0.20784 1.582 0.663 0.963 -0.4180
C 0.25290 -0.22860 0.23952 -1.420 -2.160 1.664 0.7453
O 0.44362 -0.13688 1.70067 2.695 -0.430 -2.194 -0.5769
O 1.12201 0.34656 -0.57747 0.435 1.346 -0.355 -0.4216
C 2.01456 1.42387 -0.14312 -3.631 -0.689 2.766 -0.6015
N -1.16755 0.47922 0.23395 1.425 2.709 -0.579 -0.1231
C -1.63172 0.98414 -1.12439 0.918 -0.553 0.277 -0.7800
C -2.13445 -0.24111 1.03790 -0.212 -2.342 0.292 -0.9604
H 1.14280 -3.12889 -1.02238 -0.827 -1.692 -0.187 0.3568
H 2.17378 -2.20055 0.03920 -0.532 0.299 0.355 0.2685
H 1.54144 -1.54184 -1.51965 0.779 -0.400 -0.020 0.3264
H 1.40517 -0.40194 1.88278 -1.980 0.391 -0.171 0.4518
H 2.65513 1.63495 -0.87758 2.416 0.316 -3.143 0.2971
H 2.53471 0.98400 0.69608 0.224 0.869 0.468 0.2922
H 1.41144 2.35453 0.00633 0.610 -0.772 0.569 0.2899
H -0.84551 1.43299 0.68428 -1.282 -2.432 -0.303 0.4369
H -0.86311 1.69845 -1.34731 -0.107 0.725 -0.515 0.3449
H -1.58520 0.25435 -1.92096 -0.119 -0.616 0.275 0.3054
H -2.62228 1.40762 -1.05286 -0.074 0.153 0.226 0.3378
H -2.40661 -1.25562 0.66731 0.757 0.837 -0.263 0.3505
H -1.76055 -0.35645 2.01464 0.933 -0.409 1.009 0.3694
H -3.04486 0.20888 1.25210 -1.639 1.751 -0.584 0.4511